1.
Below is a gas-phase ion, C4H2O3P (charge -1), with properties calculated with the ωB97M-V functional and the def2-TZVPD basis.

For the total energy, the calculation gives -720.72681 Eh. As for the HOMO energy: -4.249 eV. Its charge is -1. As for the spin multiplicity: 1. The frontier orbital gap is 7.996 eV.

Element x y z (Å)
O1 -1.0865 2.5173 0.3578
C1 -1.0137 1.4168 0.9620
O2 -1.3229 1.1430 2.1413
C2 -0.5129 0.3928 0.0182
C3 0.4618 -0.9354 0.3455
C4 0.9445 -1.3453 -0.8189
O3 0.5234 -0.7060 -1.9107
P1 -0.5181 0.6099 -1.6374
H1 0.6763 -1.0230 1.4191
H2 1.8482 -2.0701 -0.8769


2.
Below is a single C4H2OS molecule, with properties calculated with the ωB97M-V functional and the def2-TZVPD basis.

For the total energy, the calculation gives -626.91755 Eh. As for the HOMO energy: -9.251 eV. As for the relative energy (zero: lowest compared OMol25 entry of this formula, charge and spin): 0.4802 eV. Its charge is 0. As for the spin multiplicity: 1. The frontier orbital gap is 7.542 eV.

Element x y z (Å)
C1 -1.1754 -0.6939 -0.1012
C2 -0.0354 -1.0609 -0.0381
C3 1.3729 -1.3993 0.1065
O1 1.9314 -2.4845 0.0506
C4 2.1689 -0.1544 0.3354
S1 3.6130 -0.3201 1.0872
H1 -2.2064 -0.5758 -0.0355
H2 2.0462 0.8398 -0.0030


3.
Below is 11 unconnected molecules or ions with the total composition C4H30N2O11, with properties calculated with the ωB97M-V functional and the def2-TZVPD basis.

For the total energy, the calculation gives -1107.49584 Eh. As for the HOMO energy: -9.034 eV. As for the relative energy (zero: lowest compared OMol25 entry of this formula, charge and spin): 2.9425 eV. Its charge is 0. As for the spin multiplicity: 1. The frontier orbital gap is 8.835 eV.

Element x y z (Å)
N1 0.9269 2.0310 -0.9714
C1 -0.3008 1.7296 -0.2386
C2 -0.0976 0.6686 0.8214
N2 1.2743 0.7512 1.4696
C3 -1.0764 0.7274 2.0148
C4 -0.9779 -0.5167 2.9266
O1 -1.7877 -1.4181 2.7601
H1 1.3749 1.2139 -1.3520
H2 0.7550 2.7703 -1.6248
H3 -1.0445 1.4052 -0.9797
H4 -0.7646 2.6857 0.1060
H5 -0.1496 -0.3441 0.3658
H6 1.4697 -0.1180 1.9879
H7 1.9322 0.7503 0.6909
H8 -2.1268 0.7373 1.5447
H9 -0.7922 1.6639 2.5492
H10 -0.3725 -0.5312 3.8107
O2 -2.3237 0.5797 -3.8300
H11 -2.8298 -0.0886 -3.3346
H12 -2.1905 1.3881 -3.2585
O3 1.4953 4.1711 1.6285
H13 0.6491 4.3773 1.2364
H14 1.6276 3.2911 1.2711
O4 0.3197 0.1102 -3.8170
H15 0.6227 -0.3873 -4.5862
H16 -0.6392 0.0362 -3.9933
O5 1.8360 -0.8234 -1.4414
H17 1.6936 -1.4094 -0.7087
H18 1.0828 -0.7469 -2.0462
O6 1.5721 -2.9669 -2.7856
H19 0.9636 -2.3332 -3.1473
H20 2.4758 -2.6791 -2.8732
O7 2.1783 -2.2961 1.7851
H21 2.6334 -1.9741 0.9980
H22 1.3234 -2.5187 1.2838
O8 -3.3442 -0.8537 0.6016
H23 -2.8599 -1.0628 1.4266
H24 -4.1124 -1.3973 0.4277
O9 0.9884 1.8686 4.0801
H25 1.6031 2.1503 4.7795
H26 1.4574 2.0549 3.2466
O10 0.1738 -2.9156 0.2403
H27 0.2088 -2.6195 -0.6699
H28 0.2725 -3.8763 0.2602
O11 -1.3243 -1.1065 -0.9208
H29 -1.9193 -1.8596 -0.9176
H30 -1.8768 -0.3188 -0.8163


4.
Below is 12 unconnected molecules or ions with the total composition C4H30NO13, with properties calculated with the ωB97M-V functional and the def2-TZVPD basis.

For the total energy, the calculation gives -1203.37418 Eh. As for the HOMO energy: -6.584 eV. As for the relative energy (zero: lowest compared OMol25 entry of this formula, charge and spin): 1.1126 eV. Its charge is -1. As for the spin multiplicity: 1. The frontier orbital gap is 9.365 eV.

Element x y z (Å)
C1 -1.3575 1.6980 1.7355
C2 -0.4652 1.7491 0.4781
C3 0.6820 2.8563 0.5287
N1 0.0448 0.3668 0.3421
C4 -0.5717 -0.3654 -0.7471
O1 -0.1703 -1.5650 -1.0025
O2 -1.4676 0.1074 -1.4761
H1 -2.3097 1.1764 1.4325
H2 -0.8451 1.2988 2.6387
H3 -1.7251 2.6988 2.0599
H4 -1.0313 1.9481 -0.4635
H5 0.2871 3.8230 0.7259
H6 1.2344 2.9121 -0.4391
H7 1.5829 2.6510 1.1871
H8 0.1635 -0.1391 1.1740
H9 -2.0952 -2.1837 -2.2357
H10 -2.8504 -1.0765 -2.0751
O3 -2.9586 -2.0203 -1.8007
H11 -0.7420 1.6015 -2.0489
H12 -1.4195 2.9031 -2.3256
O4 -0.5853 2.4629 -2.4854
H13 1.7610 -2.1993 0.3386
H14 2.5691 -1.0916 0.9593
O5 2.2642 -2.0655 1.1421
H15 -0.5430 -1.9818 2.0689
H16 0.9208 -1.6299 2.0352
O6 0.0895 -1.4876 2.5636
H17 2.2192 -1.9238 -2.5790
H18 1.3675 -0.8010 -2.9401
O7 2.3468 -1.0762 -3.0002
H19 -2.4131 -3.0206 1.2024
H20 -1.9280 -1.9288 0.2060
O8 -2.5596 -2.1009 0.9842
H21 2.7317 0.7532 -2.3068
H22 1.7320 1.7129 -1.9960
O9 2.6506 1.6075 -1.8245
H23 0.3636 -3.8282 -1.2434
H24 -0.1020 -3.0052 0.0231
O10 0.2160 -3.8742 -0.3023
H25 1.7990 0.0215 3.1263
H26 0.8371 0.9228 2.8191
O11 1.7318 0.8955 2.8739
H27 -3.7870 -0.2048 0.1740
H28 -3.1181 0.5897 -0.8816
O12 -3.8222 0.6962 -0.2002
H29 2.8811 0.8344 1.2673
H30 3.0488 0.8347 -0.2237
O13 3.3430 0.4474 0.5111


5.
Below is 12 unconnected molecules or ions with the total composition C4H31N2O13, with properties calculated with the ωB97M-V functional and the def2-TZVPD basis.

For the total energy, the calculation gives -1258.84922 Eh. As for the HOMO energy: -6.376 eV. As for the relative energy (zero: lowest compared OMol25 entry of this formula, charge and spin): 0.0000 eV. Its charge is -1. As for the spin multiplicity: 1. The frontier orbital gap is 9.161 eV.

Element x y z (Å)
C1 -1.7526 0.8033 -2.2954
N1 -0.8174 1.1454 -3.3583
C2 -1.1547 -0.0133 -1.1426
C3 0.1244 0.6394 -0.6319
N2 -2.1332 -0.0888 -0.0547
C4 -2.0010 -1.0435 0.9879
O1 -2.9090 -1.0725 1.8306
O2 -0.9158 -1.7077 0.9975
H1 -2.5817 0.2365 -2.7345
H2 -2.1588 1.7337 -1.8868
H3 -0.1379 1.8289 -3.0456
H4 -0.2977 0.3278 -3.6582
H5 -0.9088 -1.0094 -1.5302
H6 0.4621 0.2060 0.3084
H7 -0.0124 1.7130 -0.4666
H8 0.9327 0.5765 -1.3574
H9 -3.0912 0.1357 -0.2685
H10 0.3897 3.3984 -1.2084
H11 1.6346 2.6275 -1.6152
O3 0.8596 3.0795 -1.9980
H12 2.7412 1.3239 0.1851
H13 3.5231 0.9706 -1.1246
O4 2.9359 1.6211 -0.7363
H14 -0.5650 -1.7708 2.7238
H15 -1.6643 -1.4688 3.7091
O5 -0.7023 -1.5617 3.6766
H16 0.0372 -0.0250 3.5487
H17 -0.3263 1.1950 2.7397
O6 0.3783 0.8601 3.3136
H18 0.5542 -2.5261 -3.4775
H19 -0.9373 -2.8146 -3.3130
O7 -0.0776 -3.2458 -3.2908
H20 1.8674 0.7699 2.3206
H21 2.7039 -0.3779 1.7214
O8 2.6488 0.5975 1.7454
H22 -0.7913 3.1951 0.9776
H23 0.7294 3.4288 0.9620
O9 -0.0968 3.7485 0.5845
H24 0.2405 -2.1217 -0.0750
H25 0.5938 -3.1567 -1.1952
O10 0.9792 -2.4615 -0.6439
H26 1.5958 -1.5223 -1.9820
H27 1.8984 -0.2540 -2.7577
O11 1.7743 -1.2006 -2.8979
H28 -2.0346 1.1918 1.2039
H29 -2.5614 1.9675 2.3754
O12 -1.7692 1.8880 1.8314
H30 2.0337 -2.3211 0.7578
H31 1.6663 -2.2330 2.2561
O13 2.4063 -2.1485 1.6456


> Which of these has the highest total energy?

C4H2OS